No. 1
# C26H28FN2O

A 2-piece molecular cluster, C26H28FN2O overall (ωB97M-V with the def2-TZVPD basis set, OMol25).

The geometry in ORCA input format:
```
! RIJCOSX wB97M-V def2-TZVPD def2/J DEFGRID3
* xyz 1 1
C 3.577 0.436 2.448
N 2.216 0.408 1.960
C 1.539 -0.833 1.632
C 2.357 -1.591 0.616
C 1.324 -1.758 2.824
N 0.279 -0.331 1.111
C -0.033 0.967 1.660
C -1.036 1.051 2.814
C -2.409 0.446 2.621
C -3.207 0.825 1.534
C -4.461 0.228 1.371
C -4.914 -0.728 2.288
C -4.133 -1.050 3.405
C -2.895 -0.439 3.590
C 1.333 1.437 2.188
O 1.577 2.496 2.753
H 3.942 1.467 2.492
H 3.660 -0.042 3.434
H 4.225 -0.129 1.774
H 2.595 -0.923 -0.204
H 3.289 -1.924 1.074
H 1.814 -2.456 0.234
H 0.887 -1.224 3.670
H 0.649 -2.563 2.514
H 2.277 -2.205 3.128
H -0.476 -0.988 0.947
H -0.364 1.628 0.839
H -0.580 0.635 3.732
H -1.155 2.143 2.956
H -2.838 1.581 0.835
H -5.081 0.518 0.524
H -5.882 -1.212 2.145
H -4.485 -1.771 4.139
H -2.274 -0.649 4.464
F -3.264 1.622 -4.538
C -2.705 0.616 -3.788
C -3.361 -0.612 -3.772
C -2.739 -1.642 -3.056
C -1.512 -1.455 -2.434
C -0.844 -0.196 -2.467
C 0.468 -0.091 -1.904
C 1.620 0.387 -2.589
C 2.910 -0.207 -2.390
C 4.069 0.483 -2.709
C 4.005 1.669 -3.459
C 2.747 2.148 -3.854
C 1.578 1.483 -3.493
C -1.512 0.871 -3.127
H -4.313 -0.746 -4.284
H -3.208 -2.619 -3.035
H -1.009 -2.288 -1.942
H 0.642 -0.592 -0.958
H 2.966 -1.235 -2.022
H 5.035 0.058 -2.439
H 4.921 2.190 -3.751
H 2.689 3.022 -4.503
H 0.620 1.801 -3.891
H -1.120 1.882 -3.103
*
```

Output
Kohn-Sham gap = 5.10 eV
energy relative to the best compared isomer or geometry (same formula, charge and spin) = 120.37 kJ/mol
E_tot = -35153.7671 eV
HOMO = -11.22 eV
LUMO energy = -6.111 eV

Here are the Löwdin charges for atoms 1 to 8, given in e: atom 1 (C): -0.010, atom 2 (N): -0.028, atom 3 (C): -0.562, atom 4 (C): -0.028, atom 5 (C): 0.001, atom 6 (N): 0.046, atom 7 (C): -0.230, atom 8 (C): -0.097

=====

No. 2
# C26H28MoN6O9S

C26H28MoN6O9S as an isolated structure (ωB97M-V with the def2-TZVPD basis set, OMol25).

The geometry in ORCA input format:
```
! RIJCOSX wB97M-V def2-TZVPD def2/J DEFGRID3
* xyz 0 3
Mo 0.664 -0.359 -1.054
O 1.149 -1.991 0.383
C 2.474 -2.231 0.827
C 3.418 -1.249 0.187
C 4.767 -1.289 0.508
C 5.618 -0.391 -0.101
C 5.113 0.519 -1.009
C 3.760 0.502 -1.289
N 2.935 -0.366 -0.689
H 0.511 -2.634 0.710
H 2.775 -3.247 0.553
H 2.528 -2.133 1.915
H 5.136 -2.015 1.221
H 6.675 -0.406 0.132
H 5.754 1.230 -1.511
H 3.293 1.170 -1.993
O -2.063 0.828 -6.984
C -1.870 1.452 -5.793
O -1.964 2.635 -5.700
C -1.618 0.535 -4.648
C -2.437 -0.497 -4.232
N -1.903 -1.001 -3.106
N -0.779 -0.362 -2.780
C -0.578 0.566 -3.701
C 0.648 1.399 -3.505
O 1.038 2.145 -4.375
O 1.170 1.199 -2.338
H -1.809 -0.100 -6.908
H -3.363 -0.874 -4.634
H -2.222 -1.766 -2.529
O 0.847 0.796 0.269
C -0.240 3.145 3.486
C 0.537 1.837 3.564
C -0.370 0.624 3.424
N -0.953 0.629 2.073
C -1.796 -0.253 1.594
S -1.821 -0.650 -0.067
N -2.721 -0.882 2.393
C -3.272 -0.497 3.630
O -3.612 -1.350 4.412
C -3.527 0.954 3.856
C -3.743 1.838 2.802
C -4.039 3.166 3.069
C -4.110 3.612 4.380
C -3.903 2.729 5.433
C -3.623 1.399 5.171
H 0.423 4.002 3.603
H -1.003 3.195 4.267
H -0.744 3.244 2.523
H 1.057 1.760 4.522
H 1.302 1.793 2.785
H -1.144 0.658 4.187
H 0.200 -0.302 3.546
H -0.201 0.839 1.339
H -3.020 -1.791 2.071
H -3.700 1.492 1.778
H -4.212 3.852 2.251
H -4.333 4.651 4.584
H -3.968 3.077 6.455
H -3.476 0.689 5.975
O -0.138 -3.416 -1.695
C 0.839 -3.166 -2.400
C 1.464 -4.152 -3.376
C 2.560 -3.343 -4.049
C 2.468 -1.967 -3.394
O 3.183 -1.034 -3.679
N 1.470 -1.965 -2.435
H 0.689 -4.500 -4.059
H 1.821 -5.023 -2.827
H 2.424 -3.226 -5.124
H 3.565 -3.734 -3.891
*
```

Output
Kohn-Sham gap (alpha / beta) = 6.70 / 8.66 eV
energy relative to the best compared isomer or geometry (same formula, charge and spin) = 104.63 kJ/mol
E_tot = -67478.7663 eV
HOMO (alpha / beta) = -6.98 / -9.02 eV
LUMO energy (alpha / beta) = -0.272 / -0.356 eV

Here are the Löwdin charges for atoms 1 to 8, given in e: atom 1 (Mo): 1.568, atom 2 (O): -0.204, atom 3 (C): -0.136, atom 4 (C): -0.239, atom 5 (C): -0.018, atom 6 (C): -0.052, atom 7 (C): -0.028, atom 8 (C): -0.080

=====

No. 3
# C26H28N2O10RuS2

C26H28N2O10RuS2 as an isolated structure (ωB97M-V with the def2-TZVPD basis set, OMol25).

The geometry in ORCA input format:
```
! RIJCOSX wB97M-V def2-TZVPD def2/J DEFGRID3
* xyz -1 2
Ru 1.363 1.818 -0.882
O 3.054 0.694 1.855
C 4.274 0.505 1.179
C 4.165 0.170 -0.304
N 3.656 1.254 -1.162
C 3.743 0.891 -2.570
C 2.961 1.927 -3.341
O 3.361 2.390 -4.390
O 1.826 2.209 -2.779
C 4.379 2.515 -0.948
C 3.766 3.298 0.190
O 4.421 4.084 0.843
O 2.506 3.021 0.361
H 2.720 1.576 1.630
H 4.762 -0.352 1.651
H 4.940 1.364 1.320
H 3.520 -0.698 -0.448
H 5.183 -0.091 -0.638
H 3.279 -0.088 -2.712
H 4.776 0.859 -2.932
H 4.279 3.134 -1.841
H 5.446 2.353 -0.773
C -3.083 -0.379 5.917
C -3.153 -1.812 6.382
O -3.712 -2.131 7.401
S -2.415 -3.128 5.417
C -1.688 -2.316 4.020
C -0.380 -1.842 4.091
C 0.203 -1.228 2.996
C -0.516 -1.086 1.803
C -1.826 -1.569 1.736
C -2.405 -2.185 2.835
C 0.095 -0.419 0.688
C 0.702 0.072 -0.250
H -2.717 0.222 6.749
H -4.101 -0.057 5.695
H -2.458 -0.226 5.044
H 0.176 -1.952 5.013
H 1.219 -0.859 3.038
H -2.398 -1.443 0.828
H -3.424 -2.545 2.777
C 1.202 -2.586 -3.597
C -0.171 -2.131 -3.193
C -0.624 -0.863 -3.525
C -1.869 -0.420 -3.112
C -2.663 -1.252 -2.340
C -2.238 -2.537 -2.008
C -1.000 -2.967 -2.444
S -4.230 -0.706 -1.745
O -5.244 -0.806 -2.757
O -4.451 -1.365 -0.481
N -3.971 0.899 -1.546
C -3.130 1.341 -0.426
C -2.563 2.756 -0.680
C -1.071 2.625 -0.826
O -0.258 3.045 0.028
O -0.637 1.948 -1.796
H 1.713 -1.820 -4.179
H 1.157 -3.499 -4.195
H 1.807 -2.798 -2.712
H 0.018 -0.185 -4.074
H -2.187 0.584 -3.341
H -2.862 -3.169 -1.391
H -0.653 -3.957 -2.170
H -4.844 1.400 -1.656
H -2.295 0.639 -0.364
H -3.668 1.282 0.521
H -2.800 3.441 0.132
H -2.970 3.149 -1.612
*
```

Output
Kohn-Sham gap (alpha / beta) = 7.48 / 7.63 eV
energy relative to the best compared isomer or geometry (same formula, charge and spin) = 0.00 kJ/mol
E_tot = -75125.0492 eV
HOMO (alpha / beta) = -5.33 / -5.33 eV
LUMO energy (alpha / beta) = 2.147 / 2.297 eV

Here are the Löwdin charges for atoms 1 to 8, given in e: atom 1 (Ru): 1.415, atom 2 (O): -0.070, atom 3 (C): -0.241, atom 4 (C): -0.161, atom 5 (N): -0.222, atom 6 (C): -0.118, atom 7 (C): -0.650, atom 8 (O): 0.058

=====

No. 4
# C26H28N2O6

One molecule with the formula C26H28N2O6 (ωB97M-V with the def2-TZVPD basis set, OMol25).

The geometry in ORCA input format:
```
! RIJCOSX wB97M-V def2-TZVPD def2/J DEFGRID3
* xyz 0 1
C -7.928 -1.161 -1.259
H -8.911 -1.317 -0.820
C -7.461 0.271 -1.030
C -7.313 0.576 0.463
O -6.333 -0.228 1.090
C -5.019 0.008 0.877
C -4.488 1.112 0.213
C -3.118 1.246 0.088
C -2.249 0.280 0.589
C -2.783 -0.818 1.265
C -4.143 -0.944 1.412
H -4.567 -1.784 1.938
H -2.122 -1.557 1.686
C -0.803 0.461 0.440
C 0.048 -0.504 0.016
C -0.271 -1.835 -0.476
O -1.353 -2.364 -0.599
C 1.062 -2.447 -0.895
O 1.251 -3.526 -1.412
N 2.027 -1.537 -0.618
C 3.388 -1.724 -1.068
C 4.231 -2.627 -0.162
C 4.703 -1.924 1.116
O 5.248 -0.637 0.895
C 6.517 -0.640 0.289
H 6.856 0.395 0.278
H 6.483 -1.015 -0.740
H 7.227 -1.248 0.863
H 3.863 -1.766 1.792
H 5.442 -2.559 1.627
H 3.650 -3.506 0.113
H 5.096 -2.963 -0.738
H 3.858 -0.742 -1.157
H 3.331 -2.190 -2.057
C 1.541 -0.293 -0.063
C 1.997 0.918 -0.831
C 1.810 1.259 -2.150
C 2.377 2.443 -2.610
C 3.114 3.250 -1.759
C 3.307 2.910 -0.425
C 2.738 1.736 0.027
N 2.769 1.183 1.298
C 2.095 0.006 1.354
O 1.931 -0.670 2.342
C 3.470 1.743 2.421
H 3.145 2.769 2.599
H 4.546 1.719 2.240
H 3.239 1.128 3.290
H 3.884 3.544 0.229
H 3.549 4.163 -2.137
H 2.243 2.734 -3.640
H 1.239 0.623 -2.809
O -0.301 1.684 0.731
H -1.013 2.266 1.032
H -2.725 2.099 -0.452
H -5.125 1.872 -0.210
H -8.241 0.323 0.984
H -7.106 1.641 0.627
H -8.179 0.975 -1.454
H -6.501 0.420 -1.528
H -7.985 -1.376 -2.323
H -7.231 -1.858 -0.801
*
```

Output
structure (SMILES) = CCCOc1ccc(/C(O)=C2\C(=O)C(=O)N(CCCOC)[C@]23C(=O)N(C)c2ccccc23)cc1
Kohn-Sham gap = 8.24 eV
energy relative to the best compared isomer or geometry (same formula, charge and spin) = 168.65 kJ/mol
E_tot = -42681.9618 eV
HOMO = -8.38 eV
LUMO energy = -0.143 eV

Here are the Löwdin charges for atoms 1 to 8, given in e: atom 1 (C): -0.098, atom 2 (H): 0.074, atom 3 (C): -0.227, atom 4 (C): -0.204, atom 5 (O): -0.040, atom 6 (C): -0.256, atom 7 (C): -0.010, atom 8 (C): -0.016

=====

No. 5
# C26H28N4O2

One molecule with the formula C26H28N4O2 (ωB97M-V with the def2-TZVPD basis set, OMol25).

The geometry in ORCA input format:
```
! RIJCOSX wB97M-V def2-TZVPD def2/J DEFGRID3
* xyz 0 1
O -3.673 1.958 -1.916
C -3.354 1.729 -0.766
N -2.475 2.480 -0.066
C -1.572 3.406 -0.701
H -1.424 4.264 -0.039
H -2.043 3.742 -1.628
C -0.216 2.753 -1.025
C 0.498 2.241 0.194
N -0.206 1.491 1.035
C 0.367 1.019 2.128
C 1.691 1.265 2.449
C 2.442 2.032 1.571
C 1.840 2.527 0.428
H 2.398 3.129 -0.272
H 3.482 2.242 1.774
H 2.120 0.873 3.358
H -0.277 0.425 2.763
H -0.399 1.909 -1.695
H 0.416 3.472 -1.547
H -2.119 2.099 0.804
C -3.931 0.589 0.060
H -4.782 0.162 -0.471
H -4.258 0.983 1.023
C -2.862 -0.516 0.292
N -2.800 -1.392 -0.864
C -3.053 -2.793 -0.649
C -4.285 -2.922 0.242
N -3.979 -2.303 1.509
C -3.215 -1.199 1.606
O -2.868 -0.742 2.678
H -4.263 -2.747 2.369
H -4.538 -3.971 0.403
H -5.134 -2.421 -0.237
H -3.244 -3.257 -1.621
H -2.217 -3.337 -0.172
C -1.797 -1.043 -1.838
C -0.346 -1.024 -1.400
C 0.583 -0.410 -2.236
C 1.920 -0.351 -1.902
C 2.385 -0.917 -0.716
C 1.457 -1.531 0.118
C 0.116 -1.581 -0.216
H -0.566 -2.060 0.470
H 1.786 -1.997 1.035
C 3.813 -0.877 -0.369
C 4.225 -0.751 0.956
C 5.568 -0.705 1.279
C 6.528 -0.792 0.285
C 6.132 -0.931 -1.035
C 4.789 -0.972 -1.359
H 4.494 -1.102 -2.390
H 6.875 -1.010 -1.816
H 7.578 -0.758 0.537
H 5.869 -0.601 2.312
H 3.485 -0.672 1.738
H 2.609 0.158 -2.559
H 0.246 0.027 -3.167
H -1.897 -1.741 -2.676
H -2.053 -0.049 -2.223
H -1.895 -0.020 0.460
*
```

Output
structure (SMILES) = O=C(C[C@H]1C(=O)NCCN1Cc1ccc(-c2ccccc2)cc1)NCCc1ccccn1
Kohn-Sham gap = 9.05 eV
energy relative to the best compared isomer or geometry (same formula, charge and spin) = 35.11 kJ/mol
E_tot = -37473.5001 eV
HOMO = -8.34 eV
LUMO energy = 0.707 eV

Here are the Löwdin charges for atoms 1 to 8, given in e: atom 1 (O): 0.054, atom 2 (C): -0.507, atom 3 (N): 0.057, atom 4 (C): -0.157, atom 5 (H): 0.123, atom 6 (H): 0.120, atom 7 (C): -0.101, atom 8 (C): -0.270

=====

No. 6
# C26H28N4O4

One molecule with the formula C26H28N4O4 (ωB97M-V with the def2-TZVPD basis set, OMol25).

The geometry in ORCA input format:
```
! RIJCOSX wB97M-V def2-TZVPD def2/J DEFGRID3
* xyz 0 1
C -2.928 -4.697 0.052
C -1.602 -4.095 0.404
C -1.366 -2.746 0.175
C -0.136 -2.184 0.487
C 0.872 -2.958 1.047
C 0.640 -4.305 1.265
C -0.583 -4.868 0.946
H -0.753 -5.919 1.129
H 1.418 -4.915 1.698
H 1.822 -2.511 1.299
N 0.047 -0.783 0.290
C 0.846 -0.242 -0.643
O 0.944 0.965 -0.824
C 1.676 -1.192 -1.513
N 3.012 -0.654 -1.638
C 3.795 -0.583 -0.531
O 3.520 -1.147 0.515
C 5.029 0.190 -0.705
C 6.044 0.429 0.187
C 6.974 1.248 -0.486
C 6.461 1.449 -1.732
O 5.290 0.818 -1.877
H 6.826 2.005 -2.574
H 7.894 1.634 -0.098
H 6.100 0.056 1.189
H 3.183 0.014 -2.373
H 1.222 -1.252 -2.505
H 1.738 -2.189 -1.077
C -0.735 0.074 1.189
C 0.107 1.145 1.839
C 1.460 0.955 2.100
C 2.174 1.970 2.714
C 1.506 3.133 3.061
N 0.214 3.312 2.847
C -0.462 2.346 2.255
H -1.517 2.541 2.110
H 2.020 3.959 3.536
H 3.227 1.853 2.915
H 1.959 0.039 1.822
H -1.122 -0.587 1.976
C -1.982 0.629 0.454
O -3.087 0.185 0.695
N -1.698 1.584 -0.439
H -0.716 1.794 -0.588
C -2.676 2.239 -1.289
H -2.106 2.936 -1.907
C -3.459 1.254 -2.189
H -3.364 1.554 -3.233
H -3.070 0.242 -2.090
C -4.916 1.353 -1.735
C -5.039 2.798 -1.265
C -3.746 2.998 -0.480
H -3.847 2.529 0.498
H -3.485 4.046 -0.340
H -5.070 3.473 -2.124
H -5.924 2.970 -0.656
H -5.076 0.685 -0.889
H -5.617 1.100 -2.529
H -2.150 -2.122 -0.227
H -3.134 -5.568 0.668
H -2.928 -5.012 -0.992
H -3.725 -3.970 0.185
*
```

Output
structure (SMILES) = Cc1cccc(N(C(=O)CNC(=O)c2ccco2)[C@H](C(=O)NC2CCCC2)c2cccnc2)c1
Kohn-Sham gap = 9.56 eV
energy relative to the best compared isomer or geometry (same formula, charge and spin) = 169.69 kJ/mol
E_tot = -41568.1923 eV
HOMO = -8.97 eV
LUMO energy = 0.593 eV

Here are the Löwdin charges for atoms 1 to 8, given in e: atom 1 (C): -0.045, atom 2 (C): -0.262, atom 3 (C): 0.041, atom 4 (C): -0.215, atom 5 (C): -0.020, atom 6 (C): -0.059, atom 7 (C): -0.044, atom 8 (H): 0.111